No. 1
{
  "formula": "C5H8N2O",
  "method": "wB97M-V/def2-TZVPD",
  "elements": ["N", "N", "C", "C", "C", "C", "C", "O", "H", "H", "H", "H", "H", "H", "H", "H"],
  "positions_angstrom": [[0.896, -0.682, -2.153], [1.879, -0.879, -1.240], [1.539, -1.279, -0.078], [0.239, -1.400, 0.673], [-0.640, -0.396, 0.922], [-0.497, 0.982, 0.567], [-1.364, 1.893, 1.415], [-1.800, 1.579, 0.089], [-0.006, -0.873, -1.750], [1.015, -0.958, -3.168], [2.347, -1.483, 0.580], [0.020, -2.436, 1.095], [-1.387, -0.742, 1.614], [0.457, 1.408, 0.077], [-1.123, 3.009, 1.358], [-2.000, 1.562, 2.233]],
  "energy_ha": -379.9281,
  "multiplicity": 1,
  "relative_energy_ev": 4.355,
  "max_force_ev_per_a": 3.7,
  "smiles": "N/N=C\\C=C/[C@@H]1CO1",
  "homo_ev": -8.68
}

=====

No. 2
{
  "formula": "C5H8N2O",
  "method": "wB97M-V/def2-TZVPD",
  "elements": ["C", "C", "C", "C", "N", "N", "C", "O", "H", "H", "H", "H", "H", "H", "H", "H"],
  "positions_angstrom": [[0.644, -0.432, 1.613], [0.696, 0.408, 0.328], [1.942, -0.027, -0.510], [0.545, -0.323, -0.985], [-0.604, -1.189, -0.920], [-1.608, -0.446, -0.366], [-1.508, 0.743, 0.107], [-0.331, 1.470, 0.389], [1.027, 0.174, 2.447], [1.203, -1.345, 1.629], [-0.480, -0.617, 1.779], [2.522, 0.510, -1.241], [2.519, -0.840, -0.031], [0.417, 0.426, -1.792], [-0.588, -2.139, -0.631], [-2.412, 1.301, 0.408]],
  "energy_ha": -379.9070,
  "multiplicity": 1,
  "relative_energy_ev": 4.930,
  "max_force_ev_per_a": 2.8,
  "smiles": "C[C@@]12C[C@H]1NN=CO2",
  "homo_ev": -8.23
}

=====

No. 3
{
  "formula": "C5H8N2O",
  "method": "wB97M-V/def2-TZVPD",
  "elements": ["C", "C", "C", "O", "N", "C", "C", "N", "H", "H", "H", "H", "H", "H", "H", "H"],
  "positions_angstrom": [[-1.576, -0.867, 0.125], [-0.527, -0.185, -0.692], [0.727, -0.938, -0.858], [1.479, -0.772, 0.440], [0.944, -0.032, 1.441], [0.146, 0.934, 1.198], [0.003, 1.164, -0.238], [-1.077, 1.064, -1.223], [-1.185, -1.376, 1.063], [-2.062, -1.645, -0.475], [-2.336, -0.119, 0.450], [0.564, -1.994, -0.964], [1.399, -0.635, -1.660], [-0.226, 1.405, 2.098], [1.020, 1.315, -0.676], [-0.716, 1.345, -2.097]],
  "energy_ha": -379.8900,
  "multiplicity": 1,
  "relative_energy_ev": 5.393,
  "max_force_ev_per_a": 1.8,
  "smiles": "C[C@]12CON=C[C@@H]1N2",
  "homo_ev": -9.07
}

=====

No. 4
{
  "formula": "C5H8N2O",
  "method": "wB97M-V/def2-TZVPD",
  "elements": ["C", "C", "C", "C", "C", "O", "N", "N", "H", "H", "H", "H", "H", "H", "H", "H"],
  "positions_angstrom": [[1.636, 0.335, 0.193], [-1.051, -0.186, -0.090], [-0.468, -1.287, 0.511], [-0.352, 1.743, -1.240], [-0.323, -2.573, 0.662], [1.680, 1.288, 1.141], [-0.042, 0.607, -0.728], [-2.261, 0.280, -0.048], [1.547, 2.164, 0.753], [-2.897, -0.398, 0.362], [1.772, -0.645, 0.623], [2.198, 0.514, -0.718], [-1.365, 2.121, -1.142], [0.419, 2.336, -1.722], [-0.761, -3.298, -0.027], [0.267, -2.999, 1.470]],
  "energy_ha": -379.8554,
  "multiplicity": 1,
  "relative_energy_ev": 6.334,
  "max_force_ev_per_a": 1.7,
  "homo_ev": [-6.41, -7.08]
}

=====

No. 5
{
  "formula": "C5H8N2O",
  "method": "wB97M-V/def2-TZVPD",
  "elements": ["H", "N", "C", "N", "C", "C", "O", "C", "C", "H", "H", "H", "H", "H", "H", "H"],
  "positions_angstrom": [[-1.719, -0.410, -0.779], [-1.671, -1.463, -0.744], [-0.524, -1.897, -0.342], [0.682, -1.177, 0.096], [0.593, -0.090, 1.021], [-0.667, 0.806, 0.981], [-0.856, 1.124, -0.381], [0.434, 1.028, -0.946], [1.333, -0.002, -0.208], [-0.298, -2.958, -0.477], [0.905, -0.137, 2.176], [-0.364, 1.691, 1.476], [-1.603, 0.557, 1.375], [0.458, 0.765, -2.070], [0.884, 2.042, -0.916], [2.415, 0.119, -0.262]],
  "energy_ha": -379.9453,
  "multiplicity": 1,
  "relative_energy_ev": 3.887,
  "max_force_ev_per_a": 5.4,
  "smiles": "[H]/N=C\\N1[C@@H]2COC[C@@H]21",
  "homo_ev": -9.09
}

=====

No. 6
{
  "formula": "C5H8N2O",
  "method": "wB97M-V/def2-TZVPD",
  "elements": ["N", "C", "C", "C", "C", "N", "O", "C", "H", "H", "H", "H", "H", "H", "H", "H"],
  "positions_angstrom": [[-1.423, -0.486, 1.361], [-0.424, -1.161, 0.486], [0.829, -0.293, 0.384], [0.659, 1.145, -0.019], [-0.547, 1.304, -0.879], [-0.520, 0.744, -2.023], [0.710, 0.042, -2.176], [1.385, 0.190, -0.888], [-1.100, -0.774, 2.361], [-2.294, -1.009, 1.316], [-0.119, -2.165, 0.632], [-0.940, -1.253, -0.535], [1.529, -0.384, 1.171], [1.132, 1.968, 0.537], [-1.347, 1.965, -0.707], [2.469, 0.166, -1.021]],
  "energy_ha": -379.9537,
  "multiplicity": 1,
  "relative_energy_ev": 3.660,
  "max_force_ev_per_a": 3.7,
  "smiles": "NC[C@@H]1[C@@H]2C=NO[C@@H]21",
  "homo_ev": -9.32
}

=====

No. 7
{
  "formula": "C5H8N2O",
  "method": "wB97M-V/def2-TZVPD",
  "elements": ["C", "C", "N", "C", "C", "N", "C", "O", "H", "H", "H", "H", "H", "H", "H", "H"],
  "positions_angstrom": [[0.928, -1.868, 0.154], [0.417, -0.510, 0.635], [1.330, 0.463, 0.180], [0.064, 0.505, -0.568], [0.054, -0.278, -1.970], [-0.307, -0.899, -2.957], [-1.034, 1.460, -0.155], [-0.886, 1.612, 1.187], [1.291, -2.579, 1.098], [1.827, -1.492, -0.687], [-0.057, -2.363, -0.271], [-0.069, -0.359, 1.595], [1.185, 1.131, 1.043], [-1.866, 0.848, -0.196], [-1.031, 2.408, -0.744], [-1.847, 1.922, 1.655]],
  "energy_ha": -379.8871,
  "multiplicity": 1,
  "relative_energy_ev": 5.473,
  "max_force_ev_per_a": 7.1,
  "smiles": "C[C@H]1N[C@]1(C#N)CO",
  "homo_ev": -9.53
}

=====

No. 8
{
  "formula": "C5H8N2O",
  "method": "wB97M-V/def2-TZVPD",
  "elements": ["C", "C", "C", "C", "C", "H", "H", "H", "H", "H", "H", "H", "H", "N", "N", "O"],
  "positions_angstrom": [[-1.090, -0.239, 1.002], [-2.528, -0.006, 0.206], [0.883, 1.027, -0.200], [1.841, 0.204, -0.956], [0.897, -0.982, -0.623], [-0.373, -0.397, 2.744], [-3.557, 0.678, 0.791], [0.136, 1.595, -0.959], [1.141, 1.865, 0.617], [2.755, -0.215, -0.264], [1.939, 0.554, -2.147], [1.342, -2.018, -0.390], [0.271, -1.293, -1.429], [-1.388, -0.425, 2.257], [0.211, -0.133, 0.424], [-2.479, -0.215, -1.072]],
  "energy_ha": -379.8715,
  "multiplicity": 1,
  "relative_energy_ev": 5.896,
  "max_force_ev_per_a": 6.5,
  "homo_ev": -8.94
}

=====

No. 9
{
  "formula": "C5H8N2O",
  "method": "wB97M-V/def2-TZVPD",
  "elements": ["C", "C", "C", "C", "C", "N", "N", "O", "H", "H", "H", "H", "H", "H", "H", "H"],
  "positions_angstrom": [[1.075, 1.219, -0.796], [1.079, -0.121, -0.626], [-1.461, 0.236, -0.079], [1.759, -1.286, -0.309], [-1.026, -0.013, 1.340], [-0.074, 2.005, -0.921], [-1.156, 1.421, -0.635], [-2.644, -0.302, -0.655], [1.968, 1.807, -0.638], [1.590, -2.117, -1.006], [1.503, -1.619, 0.667], [2.895, -1.206, -0.398], [-1.747, 0.288, 2.144], [-0.076, 0.416, 1.683], [-0.779, -1.097, 1.488], [-2.904, 0.369, -1.260]],
  "energy_ha": -379.8624,
  "multiplicity": 1,
  "relative_energy_ev": 6.143,
  "max_force_ev_per_a": 5.0,
  "homo_ev": [-8.04, -7.30]
}

=====

No. 10
{
  "formula": "C5H8N2O",
  "method": "wB97M-V/def2-TZVPD",
  "elements": ["O", "C", "N", "C", "C", "N", "C", "C", "H", "H", "H", "H", "H", "H", "H", "H"],
  "positions_angstrom": [[3.836, 0.405, -0.346], [2.686, -0.393, 0.261], [1.426, -0.320, -0.363], [0.130, -0.892, 0.176], [-1.389, -1.013, -0.481], [-1.777, 0.315, -0.188], [-0.732, 1.323, 0.109], [0.597, 0.548, -0.496], [2.709, -1.079, 1.308], [-0.155, -0.937, 1.250], [-1.986, -1.851, 0.158], [-1.438, -1.235, -1.540], [-2.458, 0.639, 0.656], [-1.026, 2.431, -0.256], [-0.953, 1.516, 1.382], [0.529, 0.542, -1.629]],
  "energy_ha": -379.6496,
  "multiplicity": 1,
  "relative_energy_ev": 11.935,
  "max_force_ev_per_a": 15.4,
  "smiles": "O=CN1[C@@H]2CNC[C@H]21",
  "homo_ev": -8.90
}

=====

No. 11
{
  "formula": "C5H8N2O2",
  "method": "wB97M-V/def2-TZVPD",
  "elements": ["O", "C", "C", "C", "N", "C", "C", "N", "H", "H", "H", "H", "H", "H", "O", "H", "H"],
  "positions_angstrom": [[-3.313, -0.561, -0.560], [-2.446, 0.167, -0.985], [-0.975, -0.132, -0.907], [-0.187, 1.088, -0.488], [-0.136, 1.415, 0.924], [1.098, 1.020, 0.268], [1.764, -0.242, 0.715], [2.483, -0.981, -0.099], [-2.717, 1.129, -1.479], [-0.808, -0.981, -0.235], [-0.656, -0.422, -1.924], [-0.250, 1.928, -1.188], [-0.159, 2.418, 1.088], [1.823, 1.796, 0.008], [1.108, -1.096, 1.455], [3.008, -0.428, -0.769], [1.668, -2.004, 0.792]],
  "energy_ha": -455.1916,
  "multiplicity": 1,
  "relative_energy_ev": 4.541,
  "max_force_ev_per_a": 5.1,
  "homo_ev": -9.76
}

=====

No. 12
{
  "formula": "C5H8N2O2",
  "method": "wB97M-V/def2-TZVPD",
  "elements": ["C", "C", "C", "C", "C", "N", "N", "O", "O", "H", "H", "H", "H", "H", "H", "H", "H"],
  "positions_angstrom": [[-1.275, -0.771, -1.939], [-0.335, 0.218, -1.750], [0.220, 2.152, 0.989], [-0.939, -1.898, -1.083], [1.286, 0.271, 1.998], [0.614, -0.192, -0.858], [0.343, 0.811, 1.149], [0.750, 2.981, 1.667], [0.291, -1.514, -0.471], [-2.295, -0.859, -2.519], [-0.333, 1.162, -2.228], [-0.594, 2.289, 0.112], [-1.735, -2.025, -0.414], [-0.693, -2.857, -1.689], [1.334, 0.730, 3.104], [1.053, -0.867, 2.257], [2.307, 0.369, 1.676]],
  "energy_ha": -455.0925,
  "multiplicity": 1,
  "relative_energy_ev": 7.238,
  "max_force_ev_per_a": 4.6,
  "homo_ev": [-8.33, -9.40]
}

=====

No. 13
{
  "formula": "C5H8N2O2",
  "method": "wB97M-V/def2-TZVPD",
  "elements": ["C", "O", "C", "C", "N", "C", "C", "N", "O", "H", "H", "H", "H", "H", "H", "H", "H"],
  "positions_angstrom": [[-1.146, -1.724, 1.114], [-0.361, -1.055, 0.145], [-0.151, 0.283, 0.102], [0.988, 0.558, 1.079], [1.859, 0.134, -0.126], [0.722, 0.627, -0.989], [-0.272, 0.389, -2.138], [-1.414, 0.761, -1.647], [-1.427, 0.936, -0.228], [-1.335, -2.750, 0.727], [-2.133, -1.165, 1.174], [-0.766, -1.752, 2.238], [0.949, 1.675, 1.356], [1.170, -0.114, 1.863], [2.702, 0.747, -0.401], [0.779, 1.743, -0.998], [-0.166, 0.707, -3.271]],
  "energy_ha": -455.0897,
  "multiplicity": 1,
  "relative_energy_ev": 7.315,
  "max_force_ev_per_a": 3.4,
  "smiles": "CO[C@@]12CN[C@H]1C=NO2",
  "homo_ev": -9.56
}

=====

No. 14
{
  "formula": "C5H8N2O2",
  "method": "wB97M-V/def2-TZVPD",
  "elements": ["C", "C", "C", "N", "N", "C", "O", "C", "O", "H", "H", "H", "H", "H", "H", "H", "H"],
  "positions_angstrom": [[0.231, 0.600, -1.342], [-0.596, 0.339, -0.159], [0.210, 0.478, 1.221], [-0.936, -1.118, -0.202], [-0.439, -2.147, 0.524], [-0.921, -3.265, 0.066], [-1.789, -3.092, -1.010], [-1.902, -1.757, -1.279], [-2.519, -1.179, -2.133], [1.028, -0.062, -1.377], [-0.463, 0.500, -2.198], [0.517, 1.689, -1.271], [-1.551, 0.748, -0.077], [0.653, 1.513, 1.330], [0.957, -0.302, 1.328], [-0.558, 0.395, 1.942], [-0.876, -4.218, 0.518]],
  "energy_ha": -455.2680,
  "multiplicity": 1,
  "relative_energy_ev": 2.463,
  "max_force_ev_per_a": 5.2,
  "smiles": "CC(C)n1ncoc1=O",
  "homo_ev": -8.90
}

=====

In the order shown, the computed molar mass values come out to 112.1, 112.1, 112.1, 112.1, 112.1, 112.1, 112.1, 112.1, 112.1, 112.1, 128.1, 128.1, 128.1, 128.1 g/mol.